1.
2 unconnected molecules or ions with the total composition C5H10ClPS in a non-equilibrium geometry, computed with ωB97M-V/def2-TZVPD.

Last column: Löwdin charge in e.
Atoms and positions in Å:
C: 2.64658 -0.27975 1.18311  -0.252
C: -0.67013 0.09373 -1.13402  -0.290
C: 0.68384 0.71293 -0.88692  -0.327
C: -1.12923 -0.77951 0.05830  -0.751
C: -1.63783 -0.05808 1.29902  -0.119
P: 1.66383 -0.62514 -0.11857  0.627
S: 0.14443 -1.92769 0.47100  0.734
Cl: 2.99823 -1.56439 -2.73272  -0.451
H: 3.53193 0.41686 1.06156  0.041
H: 2.69451 -0.96733 2.06761  0.031
H: -1.51212 0.58505 -1.52351  0.102
H: -0.57905 -0.68338 -1.97440  0.137
H: 1.36082 0.84645 -1.77583  0.079
H: 0.58745 1.52219 -0.15166  0.093
H: -2.03666 -1.29431 -0.37460  0.123
H: -1.21397 -0.45590 2.23574  0.071
H: -2.68080 0.03534 1.31002  0.053
H: -1.21040 1.00370 1.25578  0.099

Calculated values
- electronic energy (a.u.) = -1396.15378
- energy above the lowest of the compared OMol25 structures with the same formula, charge and spin (kcal per mole) = 65.4
- 2S+1 = 1
- E_HOMO (spin up / spin down) (eV) = -8.53 / -8.53
- max |F| (eV Å⁻¹) = 4.0



2.
A molecular structure, C5H10CrO3 in a non-equilibrium geometry, computed with ωB97M-V/def2-TZVPD.

Last column: Löwdin charge in e.
Atoms and positions in Å:
O: 0.36987 -0.76361 -2.26817  -0.239
C: -0.62154 -0.37607 -3.08486  -0.297
C: -1.52667 0.61115 -2.75698  0.044
O: -1.51058 -0.03271 0.10872  -0.253
C: -1.02588 0.86729 1.05673  -0.266
C: 0.07443 0.24344 1.90478  -0.156
O: 0.98503 -0.39553 1.00057  -0.317
C: 2.15585 -0.92281 1.60309  -0.024
Cr: -0.07162 -1.14250 -0.52564  1.279
H: -0.45361 -0.56612 -4.15912  0.134
H: -2.44988 0.69835 -3.33340  0.074
H: -1.17270 1.47444 -2.18203  0.079
H: -1.81721 1.22154 1.74290  0.150
H: -0.59946 1.75574 0.54886  0.137
H: -0.32289 -0.51090 2.60341  0.149
H: 0.61328 1.00704 2.48588  0.153
H: 2.72622 -1.43769 0.82224  0.114
H: 2.75695 -0.10596 2.02579  0.122
H: 1.89041 -1.62508 2.40720  0.119

Calculated values
- electronic energy (a.u.) = -1466.32746
- 2S+1 = 4
- E_HOMO (spin up / spin down) (eV) = -12.11 / -12.13
- max |F| (eV Å⁻¹) = 3.6
- <S²> = 3.85
- total charge = +1



2S+1 of number 1 (C5H10ClPS)? 1